The following is a quantum chemistry calculation of C3H10N2S as an isolated structure in a non-equilibrium geometry, from the OMol25 dataset.

Computed properties:
**Kohn-Sham gap (spin up / spin down)**: 0.2959 / 0.2961 Ha

The geometry in ORCA input format:
```
! RIJCOSX wB97M-V def2-TZVPD def2/J DEFGRID3
* xyz 0 1
C 2.609 -0.290 -0.103
C -1.378 1.572 0.106
C -1.254 -1.131 0.849
N -0.653 -0.634 -1.527
N 1.772 0.795 0.230
S -0.339 0.066 -0.193
H 2.390 -1.187 0.555
H 3.497 0.073 0.335
H 2.511 -0.547 -1.238
H -1.254 1.877 1.061
H -1.028 2.382 -0.376
H -2.317 1.489 -0.348
H -2.051 -0.679 1.357
H -1.696 -1.872 0.080
H -0.562 -1.674 1.572
H -0.247 -0.241 -2.360
*
```

The following is a quantum chemistry calculation of a 3-piece molecular cluster, C6H18N3O overall in a non-equilibrium geometry, from the OMol25 dataset.

Computed properties:
**Kohn-Sham gap**: 0.3157 Ha

The geometry in ORCA input format:
```
! RIJCOSX wB97M-V def2-TZVPD def2/J DEFGRID3
* xyz 1 1
C 0.576 2.160 2.384
C 1.419 2.343 -1.446
C 1.688 -1.214 0.878
C -2.836 -3.309 -1.168
C -0.719 1.957 1.701
C 0.254 0.325 -0.290
N 0.345 1.279 -1.202
N 1.428 0.069 0.295
N -1.502 -2.890 -1.411
O -1.095 1.048 1.026
H 0.451 2.599 3.422
H 1.061 2.889 1.705
H 1.072 1.187 2.518
H 1.458 3.134 -0.824
H 2.358 1.732 -1.579
H 1.340 2.693 -2.445
H 2.559 -1.618 0.266
H 1.834 -1.378 1.988
H 0.823 -1.770 0.595
H -3.428 -3.501 -2.086
H -2.722 -4.199 -0.506
H -3.453 -2.573 -0.575
H -1.527 2.708 2.048
H -0.535 1.632 -1.520
H 1.900 0.877 0.682
H -0.336 -0.699 -0.562
H -1.062 -3.564 -2.011
H -1.350 -1.917 -1.886
*
```

The following is a quantum chemistry calculation of one molecule with the formula C5H11N in a non-equilibrium geometry, from the OMol25 dataset.

Computed properties:
**Kohn-Sham gap**: 0.3454 Ha

The geometry in ORCA input format:
```
! RIJCOSX wB97M-V def2-TZVPD def2/J DEFGRID3
* xyz 0 1
C -1.344 -1.110 -1.597
C -1.512 -0.633 -0.153
C -0.619 0.563 0.009
C 0.650 0.523 0.486
C 1.773 1.252 -0.209
N 1.058 -0.323 1.592
H -0.273 -1.232 -1.782
H -1.856 -1.992 -1.976
H -1.584 -0.301 -2.292
H -1.136 -1.430 0.484
H -2.550 -0.428 0.104
H -0.875 1.559 -0.342
H 2.592 1.262 0.508
H 2.038 0.757 -1.140
H 1.547 2.280 -0.488
H 0.481 -0.110 2.391
H 0.954 -1.295 1.319
*
```

The following is a quantum chemistry calculation of H8NaO4 as an isolated structure in a non-equilibrium geometry, from the OMol25 dataset.

Computed properties:
**Kohn-Sham gap**: 0.4168 Ha

The geometry in ORCA input format:
```
! RIJCOSX wB97M-V def2-TZVPD def2/J DEFGRID3
* xyz 1 1
Na -0.094 0.056 0.046
O 1.111 -0.484 -1.162
H 1.074 -0.104 -2.040
H 1.356 -1.398 -1.306
O -1.043 -0.765 -1.330
H -1.456 -1.627 -1.386
H -1.578 -0.205 -1.893
O 1.093 -0.415 1.568
H 1.106 0.201 2.300
H 0.614 -1.174 1.901
O -0.534 1.841 0.788
H -1.184 1.374 1.312
H -0.465 2.701 1.202
*
```

E in Eh, matching the order above: -627.745675 -478.568322 -251.804365 -467.805047